Formula: C10H18FO3P
Source: OMol25
Level of theory: wB97M-V/def2-TZVPD

Values from the calculation:
SMILES string = CCC#C[C@@](C)(F)P(=O)(OCC)OCC
energy above the lowest of the compared OMol25 structures with the same formula, charge and spin = 51.82 kJ/mol
max |F| = 3.197 eV/A
frontier orbital gap = 10.285 eV
energy = -28809.55328 eV
molecular weight = 236.22 g mol⁻¹

```
33
C10H18FO3P, DFT wB97M-V/def2-TZVPD
C 2.89 -0.21 -0.06
C 2.00 0.37 0.49
C 5.35 -0.55 -0.60
C -3.79 1.61 -1.34
C -1.31 -3.26 1.01
C 0.63 1.13 2.34
C 3.98 -1.09 -0.34
C -2.56 2.23 -0.61
C -1.68 -2.11 0.10
C 0.83 1.10 0.78
O -0.52 0.18 -1.64
O -1.96 1.30 0.21
O -0.95 -0.99 0.59
F 0.86 2.48 0.33
P -0.71 0.35 -0.21
H 5.25 0.41 -1.01
H 5.98 -0.43 0.31
H 5.98 -1.14 -1.33
H -3.41 0.74 -1.93
H -4.52 1.18 -0.55
H -4.38 2.25 -1.97
H -2.01 -4.08 0.89
H -0.31 -3.48 0.84
H -1.45 -3.08 2.13
H 0.30 2.05 2.66
H -0.08 0.34 2.51
H 1.59 0.85 2.74
H 4.08 -1.62 0.60
H 3.61 -1.89 -1.05
H -2.92 3.07 -0.03
H -1.66 2.71 -1.16
H -2.83 -1.94 0.08
H -1.58 -2.34 -0.97
```